--- a ---
Density functional theory data (wB97M-V/def2-TZVPD) for an isolated molecule of CH5N3S.

Its net charge is 0. Its gap between HOMO and LUMO is 8.9 eV. The SMILES is N/N=C/NS.

Last column: Mulliken charge in e.
Element x y z (Å)
C: -0.0372 -0.4506 0.0091  0.07
H: 1.0547 -0.5344 -2.0968  0.22
H: 0.4401 0.9412 -2.6235  0.23
H: 0.6079 -1.3145 -0.2263  0.20
H: -0.4749 -1.3553 1.7650  0.25
H: -0.2569 1.4217 2.5462  0.13
N: 0.7724 0.4387 -1.8490  -0.45
N: -0.0756 0.5330 -0.7816  -0.24
N: -0.6820 -0.5259 1.2381  -0.28
S: -1.3485 0.8463 2.0188  -0.13

--- b ---
Density functional theory data (wB97M-V/def2-TZVPD) for a cluster of 2 separate species, CH5N3S in total.

Its net charge is 0. Its gap between HOMO and LUMO is 8.9 eV.

Last column: Mulliken charge in e.
Element x y z (Å)
C: 0.7816 0.7290 0.9063  -0.49
N: -0.2060 0.2517 -1.7983  -0.15
N: -0.7759 -0.9640 -0.1400  -0.17
N: -0.9630 -0.7094 -1.2901  -0.28
S: 0.8716 0.2983 2.5218  -0.09
H: -0.2416 1.1212 0.7987  0.18
H: 0.3488 0.7144 -1.0674  0.45
H: -0.4164 0.4434 -2.7360  0.22
H: -1.4876 -1.6319 0.0975  0.20
H: 2.0884 -0.2526 2.7077  0.13

Of them, the most stable is a and the least stable is b.